# 1
Molecular formula: C26H28MoN6O9S
Method: DFT, wB97M-V/def2-TZVPD

Results
**Orbital gap (spin up / spin down)**: 6.4 / 8.0 eV
**Expectation value of S²**: 2.012
**Multiplicity**: 3
**Energy relative to the best compared isomer or geometry (same formula, charge and spin)**: 28.53 kcal/mol
**Highest occupied orbital energy (spin up / spin down)**: -6.7 / -8.4 eV

Positions of all 71 atoms, in Å:
Mo: -0.134 0.029 0.081
O: -0.560 -0.059 2.243
C: -1.727 0.606 2.726
C: -2.515 1.255 1.611
C: -3.665 1.945 1.967
C: -4.416 2.561 0.976
C: -3.979 2.469 -0.339
C: -2.823 1.760 -0.614
N: -2.111 1.160 0.342
H: -0.063 -0.494 2.939
H: -1.433 1.382 3.439
H: -2.371 -0.117 3.233
H: -3.961 1.997 3.007
H: -5.317 3.103 1.228
H: -4.519 2.933 -1.152
H: -2.443 1.659 -1.622
O: -1.568 -5.850 -0.342
C: -2.679 -5.131 -0.327
O: -3.781 -5.616 -0.389
C: -2.533 -3.649 -0.221
C: -3.616 -2.797 -0.208
N: -3.135 -1.549 -0.100
N: -1.805 -1.530 -0.053
C: -1.421 -2.801 -0.127
C: 0.044 -3.035 -0.105
O: 0.494 -4.182 -0.167
O: 0.733 -1.962 -0.005
H: -0.753 -5.272 -0.284
H: -4.669 -3.012 -0.281
H: -3.648 -0.684 -0.118
O: 0.262 1.753 0.269
C: 2.401 3.323 4.815
C: 1.294 3.409 3.772
C: 1.790 3.276 2.341
N: 2.356 1.933 2.144
C: 2.903 1.504 0.996
S: 2.575 0.021 0.315
N: 3.742 2.325 0.288
C: 4.484 3.459 0.672
O: 4.653 4.346 -0.128
C: 5.127 3.457 2.019
C: 5.477 2.279 2.672
C: 6.138 2.339 3.891
C: 6.446 3.569 4.456
C: 6.109 4.746 3.798
C: 5.457 4.691 2.576
H: 2.002 3.442 5.823
H: 3.146 4.103 4.652
H: 2.917 2.363 4.768
H: 0.771 4.364 3.855
H: 0.546 2.629 3.964
H: 2.542 4.038 2.143
H: 0.982 3.404 1.618
H: 1.777 1.201 2.534
H: 3.713 2.156 -0.712
H: 5.256 1.320 2.221
H: 6.417 1.422 4.395
H: 6.961 3.611 5.408
H: 6.362 5.704 4.233
H: 5.203 5.593 2.034
O: -2.291 -0.445 -2.533
C: -1.172 -0.123 -2.918
C: -0.820 0.033 -4.386
C: 0.628 0.484 -4.363
C: 0.972 0.551 -2.884
O: 2.046 0.922 -2.460
N: -0.110 0.158 -2.115
H: -1.499 0.762 -4.829
H: -0.996 -0.921 -4.884
H: 0.784 1.474 -4.790
H: 1.324 -0.199 -4.850

---

# 2
Molecular formula: C4H4N4
Method: DFT, wB97M-V/def2-TZVPD

Results
**Orbital gap**: 7.9 eV
**Multiplicity**: 1
**Structure (SMILES)**: [H]/N=C\N=C1N=CC=N1
**Energy relative to the best compared isomer or geometry (same formula, charge and spin)**: 75.98 kcal/mol
**Highest occupied orbital energy**: -9.4 eV

Positions of all 12 atoms, in Å:
H: 0.740 -2.006 0.576
N: 1.748 -1.914 -0.045
C: 1.779 -1.155 -1.062
N: 0.732 -0.211 -1.349
C: -0.061 0.244 -0.586
N: -0.221 -0.149 0.856
C: -1.172 0.613 1.305
C: -1.591 1.524 0.227
N: -0.941 1.333 -0.838
H: 2.833 -0.903 -1.773
H: -1.384 0.520 2.370
H: -2.461 2.105 0.319

---

# 3
Molecular formula: C2H6CrFO2
Method: DFT, wB97M-V/def2-TZVPD

Results
**Orbital gap (spin up / spin down)**: 7.7 / 8.6 eV
**Expectation value of S²**: 6.037
**Charge**: +1
**Multiplicity**: 5
**Energy relative to the best compared isomer or geometry (same formula, charge and spin)**: 25.93 kcal/mol
**Highest occupied orbital energy (spin up / spin down)**: -14.7 / -14.9 eV

Positions of all 12 atoms, in Å:
C: 1.772 -0.016 -0.331
O: 0.380 -0.248 -0.353
C: -0.488 0.842 -0.007
O: -1.747 0.358 -0.233
Cr: -1.034 -1.569 -0.988
H: 2.242 -0.976 -0.570
H: 2.038 0.734 -1.090
H: 2.070 0.326 0.671
H: -0.229 1.696 -0.657
H: -0.315 1.076 1.059
H: -2.331 -0.535 1.104
F: -2.359 -1.688 1.395

---

# 4
Molecular formula: C11H24LiO11
Method: DFT, wB97M-V/def2-TZVPD

Results
**Orbital gap**: 3.8 eV
**Charge**: -1
**Multiplicity**: 1
**Energy relative to the best compared isomer or geometry (same formula, charge and spin)**: 14.26 kcal/mol
**Highest occupied orbital energy**: -2.4 eV

Positions of all 47 atoms, in Å:
Li: -1.288 1.359 0.014
C: -4.670 2.435 3.795
O: -3.778 3.158 3.017
H: -5.349 3.055 4.381
H: -5.499 1.936 3.295
H: -4.270 1.711 4.505
C: 1.479 4.502 -2.415
O: 0.455 4.528 -1.374
H: 2.144 5.363 -2.344
H: 2.097 3.610 -2.312
H: 1.111 4.474 -3.440
C: 1.677 -3.763 -1.013
O: 2.927 -3.250 -1.267
C: 2.963 -2.087 -1.898
O: 1.956 -1.423 -2.117
O: 4.214 -1.721 -2.294
C: 4.447 -0.520 -3.019
H: 1.242 -3.287 -0.134
H: 1.754 -4.807 -0.708
H: 0.891 -3.760 -1.768
H: 4.831 0.305 -2.418
H: 3.629 -0.216 -3.672
H: 5.289 -0.744 -3.674
C: 1.993 -0.546 6.538
O: 1.385 -0.582 5.254
C: 1.819 0.236 4.271
O: 1.197 0.318 3.176
O: 2.937 0.958 4.666
C: 3.537 1.841 3.750
H: 2.867 -1.197 6.574
H: 1.328 -1.183 7.121
H: 2.211 0.381 7.069
H: 4.554 2.056 4.076
H: 3.046 2.806 3.882
H: 3.660 1.589 2.697
C: -4.677 -3.359 -2.370
O: -4.709 -2.627 -3.531
C: -4.093 -1.410 -3.451
O: -3.838 -0.776 -2.409
O: -4.034 -0.922 -4.664
C: -3.543 0.345 -4.889
H: -5.649 -3.594 -1.937
H: -4.058 -3.035 -1.533
H: -4.249 -4.340 -2.578
H: -2.459 0.237 -4.922
H: -3.653 1.102 -4.112
H: -3.826 0.842 -5.817

---

# 5
Molecular formula: C12H38N11O22P
Method: DFT, wB97M-V/def2-TZVPD

Results
**Orbital gap**: 8.3 eV
**Multiplicity**: 1
**Structure (SMILES)**: CCNO[P@](=O)(O)OCN.C[N+](=O)[O-].C[N+](=O)[O-].C[N+](=O)[O-].C[N+](=O)[O-].C[N+](=O)[O-].C[N+](=O)[O-].C[N+](=O)[O-].C[N+](=O)[O-].C[N+](=O)[O-]
**Highest occupied orbital energy**: -8.7 eV

Positions of all 84 atoms, in Å:
C: 1.670 0.240 2.159
C: 1.281 0.653 0.669
N: -0.141 0.397 0.348
O: -0.363 -1.009 0.352
P: -1.791 -1.354 1.178
O: -1.557 -1.070 2.642
O: -2.100 -2.963 0.859
O: -3.019 -0.476 0.482
C: -3.766 0.304 1.449
N: -3.268 1.680 1.551
H: 2.352 -0.644 2.194
H: 2.149 1.147 2.609
H: 0.776 0.016 2.787
H: 1.858 -0.036 -0.007
H: 1.568 1.702 0.481
H: -0.751 0.854 1.031
H: -2.860 -3.223 1.421
H: -4.801 0.403 1.023
H: -3.886 -0.175 2.443
H: -3.144 2.083 0.627
H: -2.423 1.722 2.115
C: -4.220 5.361 2.836
N: -2.913 4.709 2.576
O: -2.286 5.072 1.602
O: -2.565 3.856 3.359
H: -4.402 6.098 2.060
H: -4.980 4.584 2.819
H: -4.161 5.833 3.814
C: -0.266 -5.345 1.016
N: 1.043 -5.996 0.752
O: 1.663 -5.635 -0.224
O: 1.400 -6.849 1.538
H: -0.455 -4.611 0.241
H: -1.026 -6.123 1.004
H: -0.205 -4.868 1.991
C: -0.322 3.888 5.996
N: -1.370 4.079 7.031
O: -2.433 4.542 6.675
O: -1.087 3.757 8.165
H: -0.714 4.216 5.038
H: 0.539 4.485 6.288
H: -0.076 2.829 5.969
C: 0.013 2.145 -3.240
N: 1.133 2.540 -2.352
O: 0.888 2.685 -1.175
O: 2.224 2.686 -2.869
H: -0.889 2.052 -2.642
H: -0.099 2.924 -3.991
H: 0.273 1.189 -3.700
C: 0.657 -0.010 -7.267
N: -0.372 0.249 -6.228
O: -1.424 0.730 -6.586
O: -0.085 -0.043 -5.084
H: 0.264 0.296 -8.231
H: 1.540 0.571 -7.007
H: 0.870 -1.076 -7.258
C: -3.364 -5.501 4.737
N: -3.999 -5.028 3.481
O: -3.265 -4.610 2.603
O: -5.202 -5.092 3.416
H: -2.288 -5.384 4.649
H: -3.754 -4.893 5.549
H: -3.630 -6.548 4.864
C: -2.234 -2.774 -7.556
N: -1.604 -2.952 -8.891
O: -1.768 -4.012 -9.450
O: -0.967 -2.015 -9.327
H: -2.765 -3.685 -7.298
H: -1.438 -2.575 -6.841
H: -2.919 -1.932 -7.627
C: 5.822 1.192 1.498
N: 5.077 1.034 2.772
O: 4.317 1.925 3.087
O: 5.278 0.021 3.405
H: 5.539 2.138 1.045
H: 6.883 1.178 1.734
H: 5.552 0.361 0.855
C: 6.482 1.420 -3.137
N: 6.938 0.813 -1.860
O: 6.158 0.094 -1.272
O: 8.061 1.082 -1.494
H: 5.465 1.094 -3.334
H: 6.526 2.501 -3.019
H: 7.157 1.082 -3.919

---

# 6
Molecular formula: C18H37NO7
Method: DFT, wB97M-V/def2-TZVPD

Results
**Orbital gap**: 7.1 eV
**Multiplicity**: 1
**Energy relative to the best compared isomer or geometry (same formula, charge and spin)**: 219.35 kcal/mol
**Highest occupied orbital energy**: -9.3 eV

Positions of all 63 atoms, in Å:
C: -0.013 -1.829 -3.160
C: -1.312 -0.905 -3.334
O: -1.863 -0.782 -4.397
N: -1.807 -0.176 -2.205
H: -2.622 -0.782 -1.861
H: -1.211 0.028 -1.230
C: -2.264 1.161 -2.502
H: -0.229 -2.971 -3.384
H: 0.433 -2.158 -2.107
H: 0.847 -1.531 -3.918
H: -2.746 1.570 -1.808
H: -2.779 1.123 -3.331
H: -1.465 1.843 -2.869
O: -0.775 0.212 0.168
H: 0.148 0.292 -0.045
C: 0.988 -4.117 1.518
C: 0.872 -2.568 1.279
C: 2.182 -2.092 0.658
O: -0.061 -2.484 0.210
H: 2.011 -4.306 1.930
H: 1.412 -4.448 0.565
H: 0.277 -4.678 1.921
H: 0.714 -2.166 2.210
H: 2.725 -2.547 -0.190
H: 2.997 -2.057 1.371
H: 2.001 -0.800 0.360
H: -0.542 -1.740 0.410
C: -5.092 -1.043 2.352
C: -3.961 -0.146 2.048
C: -3.412 0.407 3.301
O: -3.079 -0.801 1.159
H: -5.556 -0.735 3.417
H: -4.886 -2.239 2.382
H: -5.666 -0.949 1.566
H: -4.239 0.626 1.551
H: -2.746 -0.115 3.875
H: -4.318 0.729 4.008
H: -2.735 1.118 3.215
H: -2.349 -0.368 0.856
C: 1.356 1.701 2.565
C: 0.095 2.660 2.551
C: 0.635 4.143 2.625
O: -0.792 2.561 1.509
H: 1.256 0.616 2.462
H: 1.797 1.676 3.485
H: 2.142 1.963 1.904
H: -0.438 2.381 3.450
H: -0.218 4.765 2.264
H: 1.630 4.471 2.139
H: 0.846 4.388 3.632
H: -0.965 1.620 1.340
C: 2.111 0.975 -2.495
C: 3.309 0.711 -1.480
C: 4.758 0.467 -2.082
O: 5.702 0.294 -1.319
C: 4.891 0.498 -3.515
C: 3.796 0.856 -4.368
C: 2.401 1.181 -3.877
O: 1.568 1.569 -4.618
H: 1.185 1.172 -2.141
H: 3.142 0.471 -0.609
H: 5.887 0.341 -4.057
H: 4.023 0.942 -5.354

---

# 7
Molecular formula: C10H36B2Cl2CrMgO10S3
Method: DFT, wB97M-V/def2-TZVPD

Results
**Orbital gap (spin up / spin down)**: 6.4 / 7.4 eV
**Expectation value of S²**: 8.752
**Charge**: -1
**Multiplicity**: 6
**Highest occupied orbital energy (spin up / spin down)**: -4.8 / -5.8 eV

Positions of all 65 atoms, in Å:
Cr: -0.882 -0.930 2.621
Mg: -1.717 2.113 -0.149
Cl: 0.240 2.619 -1.235
Cl: -3.773 1.859 -1.004
B: -1.962 3.241 1.704
H: -1.733 3.590 0.709
H: -1.125 2.954 2.321
H: -2.605 3.958 2.190
H: -2.738 2.491 1.684
B: -1.275 0.236 0.584
H: -1.586 0.440 -0.429
H: -2.174 0.120 1.170
H: -0.702 -0.670 0.704
H: -0.803 1.113 0.998
O: 2.180 -4.165 2.175
S: 1.098 -3.748 1.289
O: 0.508 -2.405 1.647
O: 1.642 -3.478 -0.302
C: 2.690 -2.460 -0.372
C: 2.215 -1.107 -0.956
C: -0.148 -5.103 1.008
H: 3.506 -2.765 -1.027
H: 3.253 -2.326 0.551
H: 1.703 -1.125 -1.917
H: 3.086 -0.478 -1.141
H: 1.580 -0.615 -0.218
H: 0.345 -6.036 0.735
H: -0.804 -4.885 0.165
H: -0.857 -5.294 1.813
O: -2.646 -0.009 -5.645
S: -1.488 -0.552 -5.048
O: -1.110 -1.935 -5.032
O: -0.120 0.193 -5.585
C: -0.065 1.515 -6.110
C: 0.897 2.259 -5.223
C: -1.246 0.097 -3.347
H: -1.001 2.064 -6.006
H: 0.268 1.587 -7.145
H: 1.798 1.645 -5.207
H: 0.539 2.553 -4.236
H: 1.167 3.231 -5.636
H: -0.955 1.143 -3.446
H: -0.481 -0.449 -2.796
H: -2.215 0.043 -2.851
O: 3.462 -0.305 2.320
S: 2.362 0.429 2.961
O: 0.947 0.013 2.843
O: 2.778 0.584 4.532
C: 1.772 1.076 5.323
C: 2.261 0.969 6.712
C: 2.414 2.261 2.472
H: 0.802 0.578 5.325
H: 1.542 2.129 5.163
H: 2.665 0.009 7.034
H: 1.445 1.235 7.384
H: 3.057 1.707 6.806
H: 2.093 2.491 1.456
H: 3.443 2.612 2.547
H: 1.834 2.799 3.223
C: -4.354 -1.706 -1.655
O: -4.288 -1.410 -0.282
H: -3.385 -2.155 -1.873
H: -5.086 -2.492 -1.839
H: -4.399 -0.806 -2.267
H: -3.871 -0.550 -0.190

---

# 8
Molecular formula: C11H18N2O
Method: DFT, wB97M-V/def2-TZVPD

Results
**Orbital gap (spin up / spin down)**: 7.4 / 7.6 eV
**Expectation value of S²**: 2.008
**Multiplicity**: 3
**Highest occupied orbital energy (spin up / spin down)**: -6.4 / -8.9 eV

Positions of all 32 atoms, in Å:
C: 0.565 -0.921 -0.224
C: 1.237 0.334 -0.921
C: 1.747 1.371 0.039
C: 0.745 2.160 0.995
C: -0.637 2.462 0.404
C: -1.618 1.287 0.275
C: -1.891 -1.191 1.050
C: -1.372 0.181 1.305
C: 0.998 -1.359 1.161
C: -0.440 -0.927 0.911
C: 0.123 -3.697 -2.473
N: 0.686 -1.974 -1.173
N: -0.250 -2.797 -1.360
O: 1.820 -0.778 2.132
H: 2.155 -0.021 -1.330
H: 0.473 0.795 -1.582
H: 2.621 0.995 0.644
H: 2.159 2.227 -0.389
H: 0.477 1.686 1.869
H: 1.330 2.933 1.336
H: -1.167 3.187 0.913
H: -0.544 3.039 -0.611
H: -2.552 1.655 0.298
H: -1.565 1.067 -0.776
H: -2.149 -1.812 1.997
H: -2.319 -1.351 0.122
H: -1.560 0.714 2.194
H: 1.059 -2.410 1.290
H: 0.381 -4.776 -2.060
H: -0.786 -3.840 -2.888
H: 0.832 -3.404 -3.145
H: 1.913 0.143 1.776